1.
This record from OMol25 describes a structure of composition C6H18ClFO6Sr in a non-equilibrium geometry. The level of theory is the ωB97M-V functional and the def2-TZVPD basis.

Each line ends with the Löwdin charge.
Element x y z (Å)
H (-34.961, 5.429, 12.165)  0.09
F (-34.150, 0.297, 15.682)  -0.84
Sr (-31.356, 3.822, 15.980)  1.62
C (-33.155, 7.793, 20.424)  -0.17
H (-26.446, 2.833, 11.943)  0.11
H (-33.198, 7.395, 21.438)  0.11
O (-34.144, 5.821, 12.482)  -0.06
H (-26.448, 4.338, 15.283)  0.10
O (-32.164, 7.784, 13.237)  -0.08
O (-28.260, 3.116, 12.481)  -0.09
C (-26.397, 4.365, 13.435)  -0.27
H (-33.123, 8.878, 20.523)  0.10
O (-34.240, 5.982, 19.286)  -0.09
H (-31.255, 8.242, 20.154)  0.07
H (-28.222, 3.469, 11.589)  0.08
O (-31.827, 7.564, 19.787)  -0.11
H (-34.555, 8.032, 18.668)  0.11
H (-34.713, 7.583, 11.263)  0.13
Cl (-28.524, 0.587, 19.065)  -0.82
H (-26.582, 2.117, 13.537)  0.13
H (-25.329, 4.349, 13.649)  0.12
O (-27.025, 4.708, 14.611)  -0.07
H (-35.363, 7.377, 20.104)  0.11
C (-26.903, 2.960, 12.925)  -0.20
H (-26.458, 5.101, 12.634)  0.12
H (-34.782, 7.649, 13.023)  0.12
C (-32.906, 7.877, 12.057)  -0.28
H (-32.334, 7.288, 11.340)  0.13
C (-34.232, 7.236, 12.177)  -0.24
C (-34.433, 7.383, 19.535)  -0.20
H (-31.383, 8.338, 13.184)  0.09
H (-32.977, 8.938, 11.818)  0.13
H (-35.160, 5.733, 19.174)  0.08

Results
Largest force on an atom   3.704 eV Å⁻¹
Frontier orbital gap   3.3 eV

***

2.
This record from OMol25 describes the ion C11H14N3O with charge +1 in a non-equilibrium geometry. The level of theory is the ωB97M-V functional and the def2-TZVPD basis.

Each line ends with the Löwdin charge.
Element x y z (Å)
H (-2.720, -1.001, -2.283)  0.12
N (-1.233, -1.673, -0.293)  -0.09
C (3.546, 0.487, 1.867)  -0.06
H (3.760, -1.374, 0.876)  0.11
H (-1.155, 2.159, -1.387)  0.05
C (1.756, -0.862, 0.990)  -0.01
H (0.536, 2.091, 2.263)  0.14
H (1.643, -1.822, 0.523)  0.12
N (-1.320, -0.411, -0.916)  -0.01
C (1.226, 1.235, 2.029)  -0.05
C (-0.722, -0.033, 1.151)  -0.11
H (-0.852, -0.857, -2.910)  0.15
C (0.828, 0.074, 1.388)  -0.16
C (2.588, 1.400, 2.254)  -0.06
C (3.109, -0.608, 1.208)  -0.07
C (-1.746, -0.461, -2.289)  0.04
H (-1.182, 0.460, 2.078)  0.21
N (-1.820, -2.775, -0.842)  0.11
C (-1.047, 2.057, -0.356)  0.07
H (4.626, 0.544, 2.095)  0.13
H (-1.121, -3.106, -1.533)  0.13
O (-1.245, -2.255, 1.988)  0.14
H (-2.183, -3.361, 0.007)  0.18
H (-0.070, 2.434, -0.095)  0.10
H (-1.830, 2.618, 0.173)  0.12
C (-1.080, 0.552, -0.086)  -0.14
H (-1.933, 0.610, -2.454)  0.10
H (2.750, 2.370, 2.716)  0.12
C (-1.061, -1.491, 1.061)  -0.39

Results
Charge   +1
Largest force on an atom   4.344 eV Å⁻¹
Frontier orbital gap   8.8 eV